i:
CH22O10 | ωB97M-V/def2-TZVPD

Its SMILES is CO.O.O.O.O.O.O.O.O.O. As for the total charge: 0. Its LUMO energy is -0.04 eV. The spin multiplicity is 1. The HOMO-LUMO gap comes out at 10.132 eV.

Last column: Mulliken charge in e.
Positions of all 33 atoms, in Å:
H -2.2475 -1.1212 -2.9417  0.285
H -2.5242 -1.5243 1.7193  0.344
H -0.4199 -2.8431 2.3669  0.209
H -1.1523 3.3182 2.5918  0.218
H -2.8147 -2.7509 0.9206  0.297
O -2.1876 1.2275 -2.6122  -0.637
O 2.4764 -0.9187 -0.2188  -0.627
O 0.2072 -3.0298 -0.7693  -0.623
O -3.0652 -1.8255 0.9822  -0.643
H -2.8366 0.8198 -2.0480  0.316
H -0.7929 3.3253 0.7631  0.194
O 4.4396 0.6322 1.5371  -0.649
H 3.9433 -0.1581 1.3011  0.318
H -0.4630 -2.3740 -0.5775  0.277
H -0.2095 -1.4177 1.5894  0.348
H -1.7104 -0.1218 -4.0995  0.356
H 4.9670 0.6149 0.7230  0.335
O 1.1872 -0.5302 -3.1812  -0.670
H 1.0373 -2.8164 -0.3388  0.314
O -0.6032 -2.2881 1.6116  -0.503
H 1.4277 -1.4555 -3.3071  0.318
H 0.2228 -0.4838 -3.2692  0.380
H 1.4400 2.7735 1.6208  0.279
O -1.6568 -0.9736 -3.6735  -0.663
C -0.4677 3.5373 1.7628  -0.506
H 2.5276 -0.0687 0.2661  0.314
H -1.3840 1.0716 2.0894  0.241
H 2.1312 -0.6123 -1.0707  0.327
H 0.1165 0.8205 2.4269  0.383
O -0.7498 0.3865 2.3022  -0.605
O 0.5868 2.5567 2.0057  -0.531
H -0.0151 4.5306 1.8279  0.310
H -1.4099 1.6992 -2.3004  0.296

=====

ii:
CH22O10 | ωB97M-V/def2-TZVPD

As for the total charge: 0. Its LUMO energy is -0.66 eV. The spin multiplicity is 1. The HOMO-LUMO gap comes out at 8.002 eV.

Last column: Mulliken charge in e.
Positions of all 33 atoms, in Å:
H -30.8853 -22.1061 6.8310  0.330
H -29.3168 -21.5504 7.0326  -0.568
O -28.5770 -21.5486 7.6399  -0.686
O -31.6499 -22.8313 4.7781  -0.785
H -30.4696 -22.0877 2.8029  0.362
H -30.9423 -20.3623 5.3810  0.812
O -30.8868 -18.6191 4.8099  -0.569
O -29.1838 -23.6204 5.2545  -0.752
H -29.7456 -21.3159 4.5953  0.846
O -30.5084 -21.1739 3.0851  -0.812
H -31.0430 -19.4975 5.1568  -0.486
O -30.2808 -19.0314 7.9088  -0.534
H -31.6581 -22.3072 3.9771  0.408
O -28.2241 -19.6586 7.0980  -0.820
H -29.5451 -22.7756 5.5227  0.683
O -31.3504 -22.3516 7.6341  -0.578
H -27.3471 -19.7610 6.7282  0.401
H -28.4957 -20.5488 7.3216  0.824
H -30.0162 -19.8436 7.4768  0.723
H -31.0370 -21.8136 8.3648  0.408
H -30.9528 -19.3006 8.5350  0.262
H -29.3854 -20.3625 6.0924  -0.284
C -30.0940 -21.0160 5.5836  -0.243
H -29.0410 -24.0918 6.0752  0.324
H -31.6168 -18.4646 4.2104  0.278
O -30.3343 -22.1958 6.2068  -1.075
H -28.7198 -19.1308 6.2019  0.793
H -31.0414 -22.3736 5.3581  0.459
O -28.7995 -18.5142 5.4741  -0.768
H -28.2266 -18.8696 4.7946  0.245
H -32.2936 -22.3260 7.4570  0.415
H -30.2338 -21.1940 4.0018  -0.138
H -27.8095 -21.6824 7.0836  0.526

=====

Stability ranking, top and bottom: i is the most stable and ii is the least stable.

=====

i:
C2H8N4O | ωB97M-V/def2-TZVPD

As for the total charge: 0. Its LUMO energy (alpha / beta) is -0.56 / 0.46 eV. The spin multiplicity is 1. The HOMO-LUMO gap (alpha / beta) comes out at 7.743 / 9.067 eV.

Last column: Mulliken charge in e.
Positions of all 15 atoms, in Å:
N -0.5823 1.6275 0.9311  0.030
C 0.2557 2.6191 2.6171  -0.638
H 0.0394 2.4418 3.5914  0.338
C 0.0518 -1.3351 -0.9851  0.428
H -0.4908 -2.8568 -2.1901  0.223
O -0.3145 2.0453 -0.1744  -0.339
N 0.0519 -2.6872 -1.3578  -0.499
N -0.4043 -0.3847 -1.9276  -0.419
N 0.3730 -0.9189 0.1809  -0.603
H -0.1133 -3.2121 -0.5444  0.231
H -0.0455 0.8090 1.2130  0.373
H -0.4918 -0.6453 -2.9318  0.212
H 0.9761 -1.6710 0.7030  0.150
H 0.7423 3.6145 2.5917  0.269
H -0.0478 0.5541 -1.7170  0.243

=====

ii:
C2H8N4O | ωB97M-V/def2-TZVPD

Its SMILES is CN/C(=N\N)NO. As for the total charge: 0. Its LUMO energy is 0.80 eV. The spin multiplicity is 1. The HOMO-LUMO gap comes out at 8.769 eV.

Last column: Mulliken charge in e.
Positions of all 15 atoms, in Å:
N -0.5962 -1.8035 -0.8904  -0.490
H -0.5565 -2.7925 -0.5320  0.218
C -1.2647 0.7019 1.1775  -0.805
O 2.8075 0.0874 -0.7266  -0.427
H -0.4581 0.9542 1.9057  0.243
N 0.5446 -1.0765 -0.5733  -0.365
N -0.7456 0.8613 -0.2216  -0.368
H 2.5499 -0.8748 -0.5889  0.382
H -0.9047 1.7756 -0.6558  0.284
H -1.4855 -1.3326 -0.7439  0.243
N 1.6067 0.8648 -0.6164  -0.233
C 0.4231 0.1526 -0.4901  0.400
H -1.4599 -0.3164 1.4473  0.248
H -2.1050 1.3315 1.2471  0.401
H 1.6446 1.4670 0.2613  0.269

=====

iii:
C2H8N4O | ωB97M-V/def2-TZVPD

As for the total charge: 0. Its LUMO energy is 0.75 eV. The spin multiplicity is 1. The HOMO-LUMO gap comes out at 9.335 eV.

Last column: Mulliken charge in e.
Positions of all 15 atoms, in Å:
N -0.6579 1.1059 -0.8908  0.815
H 1.5449 -1.2122 2.1138  0.395
H -0.7139 0.0207 1.9108  0.356
O -0.1007 2.0574 -0.3276  -0.710
H 1.5895 -1.4220 0.4403  0.463
N -0.8765 -0.4678 0.0923  -0.485
N -1.5554 1.9839 -2.6923  -0.363
H -0.5424 -1.1879 -0.5279  0.280
C 0.0282 -0.2487 1.1991  -0.009
H -2.2137 1.8466 -3.3602  0.198
H 0.5394 0.7466 1.0971  0.221
N -1.2916 0.9601 -1.9288  -0.286
H 0.5234 -2.3559 1.1436  0.361
H -1.1855 2.9152 -2.5351  0.223
C 1.0008 -1.3473 1.2488  -1.459

=====

Stability ranking, top and bottom: ii is the most stable and i is the least stable.

=====

i:
C4H8N2O2 | ωB97M-V/def2-TZVPD

Its SMILES is O=CN(O)C[C@@H]1CN1. As for the total charge: 0. Its LUMO energy is 0.66 eV. The spin multiplicity is 1. The HOMO-LUMO gap comes out at 10.014 eV.

Last column: Mulliken charge in e.
Positions of all 16 atoms, in Å:
H -0.4257 -1.2896 -1.0876  0.509
C -0.7799 -0.6039 -0.3679  0.018
H 0.3689 -1.1947 1.4230  0.242
H -1.8917 1.2499 0.0652  0.187
H -0.4754 0.5244 1.4672  0.375
C -1.8580 0.3754 -0.5784  -0.489
O 1.2127 1.6377 -0.1821  -0.416
C 0.1353 -0.2546 0.8584  -0.678
H -2.3232 -0.8286 1.0699  0.296
N 1.4009 0.3861 0.3939  0.042
H 2.6399 0.1511 -1.3396  0.284
H 1.7662 2.2015 0.4137  0.374
O 2.3765 -1.5850 -0.2057  -0.486
C 2.1736 -0.4288 -0.4165  0.098
H -2.2204 0.5355 -1.5657  0.287
N -2.0996 -0.8764 0.0522  -0.642

=====

ii:
C4H8N2O2 | ωB97M-V/def2-TZVPD

As for the total charge: 0. Its LUMO energy (alpha / beta) is 0.29 / 0.61 eV. The spin multiplicity is 1. The HOMO-LUMO gap (alpha / beta) comes out at 8.064 / 8.572 eV.

Last column: Mulliken charge in e.
Positions of all 16 atoms, in Å:
N -0.5720 0.3376 -1.5602  -0.313
H -0.7404 0.1943 2.8051  0.279
H 2.6488 0.5399 0.4070  0.400
H -0.7852 -1.4196 -2.3534  0.247
C 1.6285 0.3288 0.0626  -0.197
C -0.9079 -0.8605 2.3780  -0.577
O 1.5992 1.0394 -1.1215  -0.351
H -0.1266 2.2885 -0.8236  0.226
C 0.3228 1.4103 -1.4628  -0.065
C 0.5717 -0.3125 0.6313  0.025
H 0.3561 1.9851 -2.4339  0.239
O 0.2514 -1.1321 1.6470  -0.344
H -1.9500 -0.7295 1.7668  0.243
H 0.9009 -1.1414 -2.3018  0.258
N -0.1079 -0.7021 -2.3054  -0.321
H -0.9804 -1.5255 3.2081  0.250

=====

Stability ranking, top and bottom: i is the most stable and ii is the least stable.

=====

i:
C3H4NO3 | ωB97M-V/def2-TZVPD

Its SMILES is C/[N+]([O-])=C/C(=O)[O-]. As for the total charge: -1. Its LUMO energy (alpha / beta) is 3.75 / 3.76 eV. The spin multiplicity is 1. The HOMO-LUMO gap (alpha / beta) comes out at 7.564 / 7.791 eV.

Last column: Mulliken charge in e.
Positions of all 11 atoms, in Å:
C 2.1359 -0.3241 -0.0350  0.655
H -2.3406 1.0105 0.3091  0.385
O 2.2956 -1.4443 0.5154  -0.683
H -2.0123 -0.4014 -0.6220  0.336
H 0.3909 -1.4324 -0.5253  0.279
O -0.1292 1.8985 -0.0533  -0.567
N -0.4748 0.6584 -0.1418  0.374
O 2.9471 0.5867 -0.1659  -0.679
C -1.7288 0.2154 0.2131  -0.943
H -1.7958 -0.3922 1.0751  0.310
C 0.7120 -0.3751 -0.5693  -0.467

=====

ii:
C3H4NO3 | ωB97M-V/def2-TZVPD

Its SMILES is [O-]C1=CCON1O. As for the total charge: -1. Its LUMO energy is 4.42 eV. The spin multiplicity is 1. The HOMO-LUMO gap comes out at 7.337 eV.

Last column: Mulliken charge in e.
Positions of all 11 atoms, in Å:
H -1.4733 -1.5055 -0.8718  0.241
C 0.6746 0.6876 -0.3117  0.482
O -0.0867 1.2272 1.8595  -0.331
H 0.3741 -0.1711 -2.1729  0.303
N 0.3416 0.1846 1.0961  -0.025
O 1.3775 1.7451 -0.3076  -0.773
H 0.0274 -2.0722 0.1111  0.145
O -0.8779 -0.5635 0.7877  -0.298
C -0.5050 -1.2802 -0.3465  -0.114
C 0.4060 -0.3189 -1.1280  -0.926
H -0.2585 2.0667 1.2842  0.298

=====

iii:
C3H4NO3 | ωB97M-V/def2-TZVPD

As for the total charge: -1. Its LUMO energy is 3.98 eV. The spin multiplicity is 1. The HOMO-LUMO gap comes out at 6.793 eV.

Last column: Mulliken charge in e.
Positions of all 11 atoms, in Å:
H 1.4045 -0.0410 0.0050  0.202
H -0.3086 -0.7228 -0.3970  0.349
C -1.1066 1.1941 1.2295  -0.164
N -1.2802 0.1116 1.8738  -0.586
H 0.4593 0.5483 -1.4539  0.216
O -0.2702 1.3485 0.1209  -0.265
C -1.8257 3.5084 1.6361  0.756
O -0.9474 3.9715 2.2690  -0.449
O -2.8403 3.5736 1.0432  -0.442
C 0.3648 0.2056 -0.4193  -0.802
H -0.6508 -0.7357 1.5844  0.185

=====

Stability ranking, top and bottom: iii is the most stable and ii is the least stable.